1.
DFT (the ωB97M-V functional and the def2-TZVPD basis) results for a cluster of 2 separate species, C19H35Br2FN5O2S in total.

As for the electronic energy: -6815.06405 hartree. The value obtained for the HOMO energy is -10.95 eV. The HOMO-LUMO gap is 0.2967 Eh. For the LUMO energy, the calculation gives -2.878 eV.

```
! wB97M-V def2-TZVPD RIJCOSX def2/J DEFGRID3
* xyz 1 1
C 5.59 1.10 3.16
C 5.90 1.57 1.74
O 6.26 0.52 0.85
C 5.28 -0.46 0.64
C 4.01 0.12 -0.03
C 3.36 -0.77 -1.09
F 4.17 -1.86 -1.41
C 1.96 -1.29 -0.79
C 1.81 -2.33 0.31
C 1.08 -1.80 1.56
C -0.33 -1.28 1.30
C -1.35 -2.39 0.95
C -2.16 -2.16 -0.34
C -3.69 -2.26 -0.17
C -4.40 -0.94 -0.51
S -4.13 0.21 0.88
C -3.95 1.73 0.05
N -3.63 2.84 0.60
N -3.66 3.79 -0.42
C -3.99 3.16 -1.48
O -4.20 1.84 -1.27
N 1.55 -1.73 -2.16
C 2.28 -1.01 -3.02
N 2.21 -1.16 -4.35
N 3.07 -0.12 -2.39
C 4.09 0.67 -3.08
H 4.58 0.69 3.24
H 6.31 0.34 3.47
H 5.64 1.96 3.83
H 6.76 2.24 1.75
H 5.05 2.15 1.34
H 5.01 -0.95 1.59
H 5.74 -1.22 0.02
H 3.24 0.30 0.74
H 4.26 1.09 -0.45
H 1.37 -0.38 -0.63
H 1.32 -3.23 -0.06
H 2.82 -2.64 0.61
H 1.69 -1.00 1.99
H 1.03 -2.61 2.30
H -0.33 -0.52 0.51
H -0.66 -0.76 2.20
H -0.85 -3.36 0.91
H -2.05 -2.47 1.79
H -1.84 -2.88 -1.10
H -1.93 -1.17 -0.73
H -3.93 -2.55 0.85
H -4.12 -3.04 -0.81
H -4.01 -0.51 -1.43
H -5.47 -1.08 -0.64
H -4.11 3.58 -2.46
H 1.50 -2.72 -2.35
H 3.04 -1.11 -4.91
H 1.34 -1.39 -4.80
H 3.82 0.79 -4.13
H 4.12 1.67 -2.64
H 5.07 0.19 -3.00
Br -9.76 3.84 2.10
C -8.04 2.97 2.37
C -7.11 3.19 1.21
Br -7.61 2.12 -0.34
H -8.25 1.92 2.53
H -7.62 3.41 3.27
H -6.10 2.89 1.47
H -7.10 4.23 0.88
*
```

Löwdin atomic charge list, values in e, 5 entries: atom 1 (C): -0.07, atom 2 (C): -0.26, atom 3 (O): -0.14, atom 4 (C): -0.20, atom 5 (C): -0.03

2.
DFT (the ωB97M-V functional and the def2-TZVPD basis) results for a structure of composition C19H35N2O7S2Si2Tl.

As for the electronic energy: -2929.21389 hartree. The value obtained for the HOMO energy is -1.95 eV. The HOMO-LUMO gap is 0.2408 Eh. For the LUMO energy, the calculation gives 4.598 eV.

```
! wB97M-V def2-TZVPD RIJCOSX def2/J DEFGRID3
* xyz -2 1
Tl -0.13 0.14 0.13
C -0.67 -0.58 3.82
Si 0.14 0.66 2.60
C 0.12 2.36 3.47
C 2.05 0.30 2.65
C 2.61 0.29 3.93
C 3.97 0.15 4.15
C 4.82 0.01 3.06
C 4.27 -0.02 1.78
C 2.90 0.11 1.54
Si 2.35 -0.05 -0.32
C 3.12 1.47 -1.18
C 3.32 -1.59 -0.92
H -0.28 -0.48 4.84
H -0.50 -1.60 3.48
H -1.75 -0.40 3.85
H 0.81 2.38 4.32
H -0.88 2.61 3.83
H 0.43 3.14 2.77
H 1.96 0.40 4.79
H 4.37 0.16 5.16
H 5.89 -0.10 3.20
H 4.95 -0.16 0.94
H 4.21 1.47 -1.16
H 2.76 2.37 -0.69
H 2.78 1.52 -2.21
H 4.38 -1.51 -0.68
H 3.22 -1.71 -2.00
H 2.92 -2.48 -0.43
O -1.94 3.24 -1.88
S -0.81 2.28 -1.73
O 0.10 2.36 -2.86
O -1.41 0.88 -1.63
O -0.11 2.55 -0.44
C -2.07 -3.08 -1.21
C -2.07 -2.74 0.27
C -3.16 -3.49 1.03
O -2.29 -1.33 0.35
C -0.66 -3.16 0.84
O -0.50 -4.36 1.09
O 0.16 -2.21 0.95
H -3.08 -2.99 -1.63
H -1.71 -4.09 -1.36
H -1.42 -2.37 -1.73
H -4.14 -3.36 0.56
H -3.22 -3.12 2.06
H -2.90 -4.55 1.06
H -2.41 -1.07 1.27
C -5.91 1.86 -1.63
C -4.51 1.29 -1.41
N -4.30 1.00 -0.01
C -3.72 1.76 0.94
S -3.93 1.22 2.55
N -3.10 2.90 0.61
C -2.42 3.72 1.59
C -3.13 5.06 1.77
H -6.04 2.18 -2.67
H -6.06 2.72 -0.97
H -6.68 1.11 -1.40
H -3.76 1.98 -1.77
H -4.37 0.36 -1.96
H -4.65 0.13 0.35
H -2.73 3.06 -0.37
H -1.40 3.87 1.25
H -2.40 3.19 2.54
H -3.20 5.58 0.81
H -2.59 5.70 2.48
H -4.14 4.90 2.16
*
```

Löwdin atomic charge list, values in e, 5 entries: atom 1 (Tl): 0.78, atom 2 (C): -0.22, atom 3 (Si): 0.55, atom 4 (C): -0.21, atom 5 (C): -0.28

3.
DFT (the ωB97M-V functional and the def2-TZVPD basis) results for a structure of composition C19H35O4PtSi.

As for the expectation value of S²: 2.02. As for the electronic energy: -1454.62003 hartree. The value obtained for the HOMO energy (spin up / spin down) is -12.32 / -12.31 eV. The HOMO-LUMO gap (spin up / spin down) is 0.3212 / 0.2171 Eh. For the LUMO energy (spin up / spin down), the calculation gives -3.582 / -6.405 eV.

```
! wB97M-V def2-TZVPD RIJCOSX def2/J DEFGRID3
* xyz 1 3
Pt 1.89 0.35 -1.22
C 3.77 3.92 -2.91
C 3.63 2.45 -2.77
C 2.87 1.72 -3.70
C 2.75 0.33 -3.60
C 3.42 -0.38 -2.57
C 4.12 0.37 -1.60
C 4.23 1.76 -1.71
H 3.68 4.23 -3.95
H 4.72 4.27 -2.51
H 2.98 4.42 -2.35
H 2.41 2.23 -4.53
H 2.22 -0.21 -4.37
H 3.55 -1.46 -2.65
H 4.73 -0.15 -0.87
H 4.83 2.31 -1.00
C -4.41 1.17 -1.05
C -3.60 0.23 -0.15
C -3.80 -1.22 -0.60
C -4.03 0.39 1.31
O -2.24 0.57 -0.33
Si -0.90 0.22 0.50
O 0.27 0.99 -0.29
O -1.09 0.76 2.01
C -0.41 0.56 3.23
C 1.11 0.57 3.00
C -0.83 1.70 4.15
C -0.84 -0.80 3.80
O -0.61 -1.41 0.60
C 0.08 -2.31 -0.22
C 1.57 -2.31 0.16
C -0.48 -3.73 0.05
C -0.11 -1.97 -1.70
H -5.46 0.92 -1.00
H -4.08 1.08 -2.08
H -4.27 2.19 -0.73
H -4.83 -1.52 -0.47
H -3.17 -1.87 0.01
H -3.52 -1.34 -1.64
H -5.09 0.20 1.40
H -3.80 1.39 1.65
H -3.48 -0.31 1.93
H 1.40 1.49 2.50
H 1.39 -0.27 2.38
H 1.63 0.50 3.95
H -0.54 2.66 3.72
H -0.36 1.59 5.13
H -1.91 1.69 4.27
H -0.63 -1.58 3.08
H -1.91 -0.79 4.00
H -0.31 -1.00 4.73
H 1.69 -2.61 1.20
H 1.95 -1.26 0.07
H 2.14 -2.97 -0.47
H -0.38 -3.97 1.11
H 0.07 -4.46 -0.53
H -1.53 -3.77 -0.21
H 0.29 -0.95 -1.90
H -1.17 -1.95 -1.93
H 0.39 -2.69 -2.34
*
```

Löwdin atomic charge list, values in e, 5 entries: atom 1 (Pt): 1.20, atom 2 (C): -0.02, atom 3 (C): -0.25, atom 4 (C): 0.00, atom 5 (C): -0.08

4.
DFT (the ωB97M-V functional and the def2-TZVPD basis) results for a structure of composition C19H36As3F3N3O2STl.

The calculation puts the energy relative to the best compared isomer or geometry (same formula, charge and spin) at 0.0 kcal/mol. As for the electronic energy: -8637.38491 hartree. The value obtained for the HOMO energy is -13.50 eV. The HOMO-LUMO gap is 0.2612 Eh. For the LUMO energy, the calculation gives -6.397 eV.

```
! wB97M-V def2-TZVPD RIJCOSX def2/J DEFGRID3
* xyz 2 1
Tl 0.70 -0.14 1.64
C 2.15 -3.75 1.47
As 1.19 -2.49 0.35
C 2.21 -2.51 -1.30
C -0.47 -3.47 0.02
C -1.65 -2.83 -0.75
C -2.53 -4.01 -1.18
C -2.52 -1.99 0.19
As -1.90 -0.31 0.98
C -2.39 1.14 -0.20
C -3.12 -0.10 2.48
C -1.13 -2.03 -1.95
As -2.30 -1.87 -3.57
C -3.42 -0.33 -3.09
C -0.96 -0.86 -4.58
H 2.31 -4.67 0.91
H 1.57 -3.97 2.36
H 3.11 -3.33 1.77
H 2.05 -3.48 -1.78
H 3.26 -2.42 -1.04
H 1.91 -1.71 -1.96
H -0.80 -3.81 1.01
H -0.14 -4.36 -0.51
H -2.76 -4.66 -0.33
H -2.02 -4.61 -1.94
H -3.47 -3.67 -1.62
H -2.82 -2.59 1.05
H -3.45 -1.70 -0.31
H -3.46 1.05 -0.41
H -1.81 1.10 -1.11
H -2.19 2.08 0.31
H -4.14 -0.14 2.10
H -2.95 0.86 2.96
H -2.97 -0.90 3.20
H -0.27 -2.57 -2.37
H -0.76 -1.04 -1.65
H -4.11 -0.58 -2.28
H -4.02 -0.09 -3.96
H -2.83 0.54 -2.82
H -0.16 -1.52 -4.90
H -0.55 -0.04 -3.98
H -1.43 -0.44 -5.47
F 4.16 2.74 4.00
C 3.22 3.47 4.63
F 3.11 3.01 5.88
F 3.66 4.73 4.69
C 1.89 3.41 3.91
C 1.05 4.51 3.96
C -0.19 4.47 3.33
C -0.54 3.31 2.67
N 0.25 2.24 2.63
C 1.44 2.27 3.24
S 2.37 0.75 3.16
H 1.37 5.40 4.49
H -0.85 5.32 3.36
H -1.49 3.23 2.16
C 1.92 3.12 -3.05
O 1.07 2.42 -2.12
C 1.57 1.62 -1.20
O 0.77 1.06 -0.45
N 2.91 1.47 -1.14
N 3.46 0.58 -0.21
H 1.25 3.68 -3.69
H 2.50 2.42 -3.65
H 2.57 3.82 -2.52
H 3.51 2.08 -1.68
H 3.91 1.09 0.54
H 4.16 0.01 -0.69
*
```

Löwdin atomic charge list, values in e, 5 entries: atom 1 (Tl): 0.52, atom 2 (C): -0.25, atom 3 (As): 1.09, atom 4 (C): -0.26, atom 5 (C): -0.31